# C12H12MoN4O3Se

A structure of composition C12H12MoN4O3Se (ωB97M-V with the def2-TZVPD basis set, the OMol25 dataset).

Each line ends with the Mulliken charge.
Positions of all 33 atoms, in Å:
Mo 0.145 1.236 1.574  0.558
Se 2.176 1.683 2.549  -0.319
C -1.070 1.200 3.229  0.217
N -1.810 1.143 4.110  -0.549
O 0.188 -1.134 1.496  -0.701
C -0.802 -1.025 0.759  0.612
N -1.279 0.217 0.529  0.057
C -2.306 0.188 -0.394  0.072
O -2.864 1.161 -0.838  -0.653
C -2.541 -1.257 -0.709  0.136
C -3.486 -1.872 -1.501  -0.429
C -3.493 -3.264 -1.540  -0.441
C -2.570 -4.007 -0.818  -0.455
C -1.603 -3.389 -0.033  -0.558
C -1.604 -2.009 0.019  0.455
H -4.198 -1.288 -2.066  0.474
H -4.240 -3.775 -2.130  0.392
H -2.608 -5.086 -0.860  0.397
H -0.885 -3.964 0.531  0.486
C 4.685 0.913 -0.560  -0.971
N 3.303 0.493 -0.631  -0.136
C 2.254 1.330 -0.592  0.618
N 2.483 2.649 -0.775  -0.326
O 1.094 0.883 -0.502  -0.645
H 5.316 0.031 -0.629  0.338
H 4.889 1.419 0.389  0.306
H 4.925 1.578 -1.392  0.321
H 3.090 -0.477 -0.448  0.269
H 3.391 3.039 -0.587  0.250
H 1.687 3.255 -0.637  0.173
C -0.558 3.027 0.972  -0.643
H -1.289 3.639 1.505  0.344
H -0.419 3.463 -0.023  0.351

E_HOMO (spin up / spin down), eV: -8.47 / -9.22
Lowest unoccupied orbital energy (spin up / spin down), eV: -1.455 / -1.901
Charge: 0
Expectation value of S²: 2.047
Molar mass, g/mol: 435.15
Energy above the lowest of the compared OMol25 structures with the same formula, charge and spin, eV: 0.478
Spin multiplicity: 3
Strongest force on any atom, eV/Å: 1.67